# 1
A single C2H8OS2Si molecule. Source: OMol25; level of theory: ωB97M-V/def2-TZVPD.

```
14
C2H8OS2Si ωB97M-V/def2-TZVPD
C -0.75993 0.74673 1.26334
Si 0.40691 -0.50190 -0.01541
C -0.55030 -0.38665 -1.71398
S 0.56400 -2.47458 0.75448
O 2.00406 -0.10722 0.08437
S 2.98661 1.16926 -0.54278
H -1.65128 1.09707 0.81856
H -1.11007 0.16918 2.03521
H -0.17153 1.52738 1.76200
H 0.21618 0.04969 -2.43814
H -0.89962 -1.32897 -2.20805
H -1.20421 0.50293 -1.51861
H 1.82224 -2.60901 1.20551
H 2.52031 2.05512 0.46399
```

Its spin multiplicity is 1. As for the LUMO energy: 0.20 eV. Its SMILES is C[Si](C)(S)OS.

=====

# 2
2 unconnected molecules or ions with the total composition C2H8OS2Si. Source: OMol25; level of theory: ωB97M-V/def2-TZVPD.

```
14
C2H8OS2Si ωB97M-V/def2-TZVPD
C 1.48418 -0.63946 1.06722
C 0.99393 0.97955 -1.62966
O 0.73333 2.30616 1.03125
Si 0.89174 0.99364 0.26996
S -2.55890 -0.26456 -0.32652
S -2.51525 -1.57165 1.11515
H 0.61387 -1.20510 1.37948
H 2.01150 -1.13277 0.27134
H 2.08610 -0.58013 1.91059
H 2.06754 1.02744 -1.81014
H 0.50548 0.14488 -2.08537
H 0.61670 1.87269 -1.93322
H -3.61913 0.58857 0.17024
H -3.31110 -2.51927 0.56968
```

Its spin multiplicity is 3. As for the LUMO energy (alpha / beta): 0.57 / -3.22 eV.

=====

# 3
A single C2H8OSi2 molecule. Source: OMol25; level of theory: ωB97M-V/def2-TZVPD.

```
13
C2H8OSi2 ωB97M-V/def2-TZVPD
C 1.38885 2.44866 -0.24794
C -1.23460 -1.55450 -0.45493
O -0.99918 1.01139 0.89373
Si -0.30551 2.53110 0.89968
Si -0.81543 -0.62805 1.09607
H 2.37124 2.39129 0.43159
H 1.41670 1.52717 -0.89506
H 1.52902 3.33653 -0.91107
H -0.50760 -1.98627 -1.19463
H -1.87512 -2.53944 -0.26938
H -1.75415 -0.72263 -0.96413
H 0.59077 -0.50064 1.49953
H -1.62588 -0.98731 2.23363
```

Its spin multiplicity is 1. As for the LUMO energy: 0.07 eV.

=====

# 4
2 unconnected molecules or ions with the total composition C2H8S. Source: OMol25; level of theory: ωB97M-V/def2-TZVPD.

```
11
C2H8S ωB97M-V/def2-TZVPD
S 1.71453 3.08739 -0.04251
H 1.03096 2.00382 0.40784
H 2.92855 2.53586 0.21306
C -1.60388 -3.58250 -0.53310
C -1.96685 -2.50928 0.51060
H -0.80448 -4.22239 -0.17490
H -1.26082 -3.14856 -1.47314
H -2.46414 -4.21534 -0.74838
H -1.33090 -1.63166 0.42246
H -3.01409 -2.22288 0.37477
H -1.84282 -2.90976 1.51897
```

Its spin multiplicity is 2. As for the LUMO energy (alpha / beta): -5.33 / -10.94 eV. The charge is +1.

=====

# 5
2 unconnected molecules or ions with the total composition C2H8S2. Source: OMol25; level of theory: ωB97M-V/def2-TZVPD.

```
12
C2H8S2 ωB97M-V/def2-TZVPD
C 1.23980 -0.99276 1.25152
S 0.63128 -2.00788 -0.10259
H 0.49363 -0.23895 1.49191
H 1.37530 -1.51938 2.19678
H 2.15845 -0.49840 0.95893
H 1.77272 -2.48261 -0.60817
C -1.67805 1.01818 -0.82038
S -0.61556 2.12050 -1.82814
H -1.05696 0.52833 -0.07563
H -2.36970 1.61224 -0.23942
H -2.13879 0.24612 -1.42743
H 0.18789 2.21459 -0.79736
```

Its spin multiplicity is 1. As for the LUMO energy: 0.78 eV. Its SMILES is CS.CS.

=====

# 6
2 unconnected molecules or ions with the total composition C2H8S2. Source: OMol25; level of theory: ωB97M-V/def2-TZVPD.

```
12
C2H8S2 ωB97M-V/def2-TZVPD
C 2.47650 0.77166 3.84654
S 2.41408 0.30247 1.95881
S 4.26815 1.27979 1.14630
H 1.80503 1.57037 4.07896
H 2.27102 -0.22104 4.31435
H 3.51650 0.98870 3.98475
H 3.55443 2.14953 2.09523
C -4.05051 -1.37658 -4.25883
H -3.14444 -0.86201 -3.97603
H -4.55920 -1.71967 -3.37279
H -4.74396 -0.76443 -4.83698
H -3.80759 -2.11877 -4.98032
```

Its spin multiplicity is 1. As for the LUMO energy: -0.23 eV. Its SMILES is CSS.C.

=====

# 7
2 unconnected molecules or ions with the total composition C2H8S2. Source: OMol25; level of theory: ωB97M-V/def2-TZVPD.

```
12
C2H8S2 ωB97M-V/def2-TZVPD
C -1.23605 -0.48023 3.62706
S 0.44488 -0.23346 3.01307
H -1.52936 -1.51528 3.49169
H -1.35174 -0.21022 4.67388
H -1.81146 0.28204 3.10827
H 1.26501 -1.10705 3.60522
C 0.84825 0.10556 -3.76492
S 0.40923 1.84020 -3.92365
H 1.47780 -0.03435 -2.88696
H -0.03337 -0.52502 -3.68577
H 1.44648 -0.20658 -4.60359
H 0.07032 2.08441 -2.65430
```

Its spin multiplicity is 1. As for the LUMO energy: 0.78 eV. Its SMILES is CS.CS.

=====

# 8
2 unconnected molecules or ions with the total composition C2H8S4. Source: OMol25; level of theory: ωB97M-V/def2-TZVPD.

```
14
C2H8S4 ωB97M-V/def2-TZVPD
C -2.00319 -1.73988 1.28449
S -0.48731 -1.92768 0.28959
S -1.13987 -1.44648 -1.60271
H -1.99669 -0.77104 1.76744
H -2.84632 -1.73275 0.59495
H -2.07865 -2.56367 1.97794
H -0.89243 -0.13037 -1.55131
C 1.37635 1.94132 0.42139
S 2.61216 2.02243 -0.89892
S 2.54615 0.13614 -1.72466
H 0.57583 1.23389 0.18939
H 1.85599 1.68558 1.36409
H 0.93265 2.92730 0.47387
H 1.54532 0.36521 -2.58555
```

Its spin multiplicity is 1. As for the LUMO energy: 0.42 eV. Its SMILES is CSS.CSS.

=====

What F_max values result from the calculations? In sequence: 0.073 0.146 0.051 0.013 0.019 0.083 0.023 0.017 hartree/bohr.